Entry 1:
{
  "formula": "C4H5NO",
  "method": "ωB97M-V/def2-TZVPD",
  "species": ["C", "C", "O", "C", "C", "N", "H", "H", "H", "H", "H"],
  "positions_angstrom": [[-0.304835, -1.182463, -0.804933], [0.742564, -0.379275, -0.080963], [1.827728, -0.823967, 0.200204], [0.418714, 1.070561, 0.304274], [-0.782886, 1.145403, 1.128191], [-1.734118, 1.195797, 1.782235], [0.086624, -2.173836, -1.041299], [-0.597763, -0.673322, -1.728433], [-1.201634, -1.282947, -0.186163], [0.280479, 1.679778, -0.597195], [1.262706, 1.467075, 0.874063]],
  "atomic_forces_ev_per_a": [[-0.056, -0.035, -0.034], [0.430, -0.296, 0.043], [-0.236, 0.100, -0.107], [0.036, 0.062, 0.080], [-0.962, 0.184, 0.507], [0.827, -0.092, -0.570], [-0.013, 0.197, 0.065], [-0.010, -0.014, 0.091], [0.067, 0.070, -0.051], [-0.022, -0.111, 0.118], [-0.062, -0.064, -0.142]],
  "mulliken_charge": [-1.0823, 0.6527, -0.5180, -0.3688, 0.2086, -0.3903, 0.2990, 0.3161, 0.3493, 0.2783, 0.2552],
  "charge": 0,
  "spin_multiplicity": 1,
  "smiles": "CC(=O)CC#N",
  "e_above_lowest_ev": 0.398,
  "gap_ha": 0.4050
}

=====

Entry 2:
{
  "formula": "C4H5NO",
  "method": "ωB97M-V/def2-TZVPD",
  "species": ["C", "C", "O", "C", "C", "N", "H", "H", "H", "H", "H"],
  "positions_angstrom": [[0.987627, -0.627626, 1.059227], [0.112347, 0.101721, 0.098905], [0.059313, 1.410305, 0.318001], [-0.677536, -0.390981, -0.904232], [-1.725656, 1.307303, -1.138325], [-0.943403, 2.022145, -0.460328], [0.952240, -0.174550, 2.053012], [2.022064, -0.600784, 0.699441], [0.682206, -1.674406, 1.115971], [-0.906147, -1.450971, -0.955728], [-0.563054, 0.077843, -1.885944]],
  "atomic_forces_ev_per_a": [[-0.001, -0.023, 0.034], [-0.103, -0.067, -0.123], [0.119, -0.203, 0.081], [0.135, -0.096, 0.166], [0.413, 0.273, 0.298], [-0.483, -0.196, -0.424], [0.006, -0.057, -0.157], [-0.130, 0.010, 0.036], [0.034, 0.146, -0.025], [0.040, 0.163, 0.020], [-0.029, 0.050, 0.093]],
  "mulliken_charge": [-1.0461, 0.7784, -0.1434, -0.7171, -0.2176, -0.2094, 0.3219, 0.2659, 0.3221, 0.3500, 0.2954],
  "charge": 0,
  "spin_multiplicity": 1,
  "e_above_lowest_ev": 5.269,
  "gap_ha": 0.3323
}

=====

Entry 3:
{
  "formula": "C4H5NO",
  "method": "ωB97M-V/def2-TZVPD",
  "species": ["N", "C", "C", "C", "O", "C", "H", "H", "H", "H", "H"],
  "positions_angstrom": [[0.906833, 0.444200, 0.941365], [0.710794, 1.701574, 1.260538], [0.465797, -0.015775, -0.356055], [-0.242209, -1.317895, -0.526725], [-1.148565, -1.128258, 0.566985], [-1.015380, -0.125019, -0.457656], [0.990450, -0.263269, 1.664912], [0.442253, 2.169733, 0.278226], [1.039439, 0.377952, -1.196818], [-0.270416, -2.126991, -1.239210], [-1.842260, 0.309928, -0.989772]],
  "atomic_forces_ev_per_a": [[-0.213, 0.398, 0.299], [0.548, -0.186, -0.038], [-0.230, 0.035, -0.209], [0.012, -0.334, -0.302], [-0.213, -0.111, -0.036], [-0.196, 0.160, -0.364], [0.264, 0.206, -0.093], [0.041, 0.145, 0.406], [-0.217, -0.090, 0.165], [0.148, -0.092, 0.276], [0.056, -0.131, -0.104]],
  "mulliken_charge": [-0.0682, -0.3324, -0.4815, -0.1885, -0.4237, 0.0891, 0.2593, 0.1420, 0.3154, 0.3108, 0.3777],
  "charge": 0,
  "spin_multiplicity": 1,
  "e_above_lowest_ev": 5.925,
  "gap_ha": 0.3403
}

=====

Number 1: HOMO level -10.4 eV. Number 2: HOMO level -9.1 eV. Number 3: HOMO level -8.4 eV.